1.
DFT (ωB97M-V/def2-TZVPD) results for the molecule C5H7NO.

Atoms and positions in Å:
C -0.33676 -1.69077 0.97575
C -0.18204 -0.44137 0.17321
C -1.00245 0.04346 -0.76048
N -0.59414 1.32399 -1.27270
C 0.37912 1.77455 -0.29365
O 0.60309 2.92243 -0.03769
C 0.99979 0.50295 0.25367
H -1.25953 -2.21214 0.70207
H -0.37075 -1.48814 2.05362
H 0.50883 -2.36590 0.79856
H -1.94210 -0.37608 -1.10418
H -0.06085 1.19190 -2.13498
H 1.54803 0.59318 1.19054
H 1.70975 0.22195 -0.54375

- E (eV) = -8835.2937
- 2S+1 = 1
- ΔE to the lowest compared entry with this formula, charge and spin (kJ/mol) = 87.7
- orbital gap (eV) = 9.68
- E_HOMO (eV) = -8.97

Atomic charges from the natural (NBO) analysis, expressed in e, are listed below: atom 1 (C): -0.6327, atom 2 (C): -0.0187, atom 3 (C): -0.0467, atom 4 (N): -0.6812, atom 5 (C): 0.7191, atom 6 (O): -0.5067, atom 7 (C): -0.5548, atom 8 (H): 0.2228, atom 9 (H): 0.2213, atom 10 (H): 0.2187, atom 11 (H): 0.2086, atom 12 (H): 0.3776, atom 13 (H): 0.2393, atom 14 (H): 0.2333

2.
DFT (ωB97M-V/def2-TZVPD) results for a structure of composition C5H7NO.

Atoms and positions in Å:
O 0.01894 1.52337 -1.31205
C 0.10317 1.07492 0.01080
C -1.03750 0.23464 0.59594
C -1.09625 -1.11792 -0.02857
C 0.27652 -1.19363 -0.74579
C 0.91327 -0.20748 0.21222
N -0.00217 -0.49787 1.40108
H -0.32619 2.42357 -1.31549
H 0.42579 1.86405 0.70037
H -1.90175 0.64364 1.11926
H -0.31397 -1.50185 1.45097
H 0.23151 -0.89004 -1.79619
H 0.71737 -2.19483 -0.67738
H 1.99126 -0.16058 0.38484

- E (eV) = -8830.9697
- 2S+1 = 1
- ΔE to the lowest compared entry with this formula, charge and spin (kJ/mol) = 504.9
- orbital gap (eV) = 8.99
- E_HOMO (eV) = -8.32

Atomic charges from the natural (NBO) analysis, expressed in e, are listed below: atom 1 (O): -0.7098, atom 2 (C): 0.0766, atom 3 (C): -0.2026, atom 4 (C): -0.0054, atom 5 (C): -0.5260, atom 6 (C): -0.0660, atom 7 (N): -0.4879, atom 8 (H): 0.4793, atom 9 (H): 0.1797, atom 10 (H): 0.2113, atom 11 (H): 0.3899, atom 12 (H): 0.2390, atom 13 (H): 0.2136, atom 14 (H): 0.2082

3.
DFT (ωB97M-V/def2-TZVPD) results for the molecule C5H7NO.

Atoms and positions in Å:
O 0.26680 0.82847 -2.65879
C -0.12296 0.57688 -1.55778
C -0.63433 -0.69354 -0.86384
N -0.43088 0.01551 0.40816
C 0.16685 -0.61701 1.59328
C 1.44944 -0.12811 1.07448
C -0.18274 1.34057 -0.22471
H -1.69183 -0.90332 -1.09168
H -0.05268 -1.61265 -0.98447
H -0.07670 -1.68265 1.55749
H -0.19488 -0.16487 2.51780
H 1.79974 -0.81119 0.28429
H 0.73599 1.82130 0.10045
H -1.03182 2.03060 -0.15468

- E (eV) = -8830.3585
- 2S+1 = 1
- ΔE to the lowest compared entry with this formula, charge and spin (kJ/mol) = 563.9
- orbital gap (eV) = 8.90
- E_HOMO (eV) = -8.32

Atomic charges from the natural (NBO) analysis, expressed in e, are listed below: atom 1 (O): -0.4868, atom 2 (C): 0.6012, atom 3 (C): -0.3347, atom 4 (N): -0.3491, atom 5 (C): -0.3210, atom 6 (C): -0.1775, atom 7 (C): -0.3295, atom 8 (H): 0.2178, atom 9 (H): 0.2187, atom 10 (H): 0.1920, atom 11 (H): 0.1964, atom 12 (H): 0.1036, atom 13 (H): 0.2592, atom 14 (H): 0.2096

4.
DFT (ωB97M-V/def2-TZVPD) results for the molecule C5H7NO.

Atoms and positions in Å:
N -1.01344 0.90742 1.99936
C -0.24866 0.15242 1.09687
O 1.09130 0.45977 0.93282
C 0.53154 1.10684 -0.24415
C 0.82620 0.12441 -1.38524
C 0.20128 -1.18884 -0.90214
C -0.75453 -0.68409 0.16373
H -0.40208 1.24753 2.73554
H -1.26719 1.73272 1.45724
H 1.91004 0.11388 -1.55038
H 0.33363 0.48211 -2.29528
H 0.93930 -1.86381 -0.45460
H -0.32147 -1.73625 -1.68960
H -1.82592 -0.85408 0.13583

- E (eV) = -8831.4860
- 2S+1 = 1
- ΔE to the lowest compared entry with this formula, charge and spin (kJ/mol) = 455.1
- orbital gap (eV) = 8.66
- E_HOMO (eV) = -8.30

Atomic charges from the natural (NBO) analysis, expressed in e, are listed below: atom 1 (N): -0.8322, atom 2 (C): 0.3792, atom 3 (O): -0.5587, atom 4 (C): 0.2158, atom 5 (C): -0.5306, atom 6 (C): -0.4472, atom 7 (C): -0.1268, atom 8 (H): 0.3789, atom 9 (H): 0.3908, atom 10 (H): 0.2272, atom 11 (H): 0.2142, atom 12 (H): 0.2351, atom 13 (H): 0.2240, atom 14 (H): 0.2305

5.
DFT (ωB97M-V/def2-TZVPD) results for the molecule C5H7NO in a non-equilibrium geometry.

Atoms and positions in Å:
C -1.62304 -1.08266 -0.51039
C -0.83872 0.15171 -0.13956
O -1.43052 1.15317 0.19158
C 0.71185 0.23690 -0.17708
C 1.10776 1.35229 0.82397
C 1.34073 -1.10202 -0.12460
N 1.75883 -2.17743 -0.23526
H -2.60293 -0.95554 -0.04483
H -1.16864 -2.02641 -0.20199
H -1.76540 -1.10981 -1.59710
H 0.99427 0.59627 -1.17782
H 0.82221 1.10916 1.85216
H 2.16588 1.60931 0.77605
H 0.52772 2.24505 0.56487

- E (eV) = -8835.4908
- 2S+1 = 1
- ΔE to the lowest compared entry with this formula, charge and spin (kJ/mol) = 68.7
- orbital gap (eV) = 10.85
- E_HOMO (eV) = -10.28

Atomic charges from the natural (NBO) analysis, expressed in e, are listed below: atom 1 (C): -0.7279, atom 2 (C): 0.6145, atom 3 (O): -0.5296, atom 4 (C): -0.4319, atom 5 (C): -0.5902, atom 6 (C): 0.2851, atom 7 (N): -0.3164, atom 8 (H): 0.2469, atom 9 (H): 0.2437, atom 10 (H): 0.2469, atom 11 (H): 0.2702, atom 12 (H): 0.2213, atom 13 (H): 0.2197, atom 14 (H): 0.2476

6.
DFT (ωB97M-V/def2-TZVPD) results for the molecule C5H7NO in a non-equilibrium geometry.

Atoms and positions in Å:
C -0.07036 0.40510 2.80724
C -0.64789 0.33340 1.65176
C -1.28772 0.03287 0.55111
C -0.40116 -0.20038 -0.59260
O -1.01360 -0.38863 -1.79166
N 0.85235 -0.09682 -0.45291
C 1.68699 -0.25269 -1.62088
H 0.47297 1.27132 3.16360
H -1.00910 0.02331 3.25260
H -2.36744 0.10715 0.47696
H -1.96920 -0.34054 -1.66279
H 1.32165 0.33472 -2.47331
H 1.73098 -1.30284 -1.93320
H 2.70154 0.07404 -1.37592

- E (eV) = -8832.3348
- 2S+1 = 1
- ΔE to the lowest compared entry with this formula, charge and spin (kJ/mol) = 373.2
- orbital gap (eV) = 8.90
- E_HOMO (eV) = -8.41

Atomic charges from the natural (NBO) analysis, expressed in e, are listed below: atom 1 (C): -0.5661, atom 2 (C): 0.3115, atom 3 (C): -0.4992, atom 4 (C): 0.5467, atom 5 (O): -0.6794, atom 6 (N): -0.4994, atom 7 (C): -0.4383, atom 8 (H): 0.2434, atom 9 (H): 0.2811, atom 10 (H): 0.2354, atom 11 (H): 0.4823, atom 12 (H): 0.1910, atom 13 (H): 0.1934, atom 14 (H): 0.1975

7.
DFT (ωB97M-V/def2-TZVPD) results for a structure of composition C5H7NO in a non-equilibrium geometry.

Atoms and positions in Å:
N -2.35440 -0.65879 -0.13814
C -1.11531 -0.48373 -0.18049
O -0.27371 -1.27074 -0.95882
C 1.03032 -1.06158 -0.60435
C 1.11010 -0.13242 0.48417
C -0.03745 1.81187 0.08317
C -0.34540 0.52722 0.64181
H -2.61515 -1.43910 -0.73889
H 1.72711 -1.22526 -1.44209
H 1.21207 -1.45216 0.69872
H 2.10084 0.23649 0.72931
H 0.16034 1.94016 -0.97029
H 0.15523 2.65507 0.74001
H -0.75461 0.55297 1.65587

- E (eV) = -8830.3945
- 2S+1 = 1
- ΔE to the lowest compared entry with this formula, charge and spin (kJ/mol) = 560.4
- orbital gap (alpha / beta) (eV) = 6.90 / 8.23
- E_HOMO (alpha / beta) (eV) = -6.55 / -7.49

Atomic charges from the Mulliken analysis, expressed in e, are listed below: atom 1 (N): -0.6416, atom 2 (C): 0.2225, atom 3 (O): -0.3662, atom 4 (C): -0.2957, atom 5 (C): -0.6793, atom 6 (C): -1.1533, atom 7 (C): 0.6129, atom 8 (H): 0.2899, atom 9 (H): 0.3561, atom 10 (H): 0.2491, atom 11 (H): 0.4688, atom 12 (H): 0.3116, atom 13 (H): 0.3130, atom 14 (H): 0.3121

8.
DFT (ωB97M-V/def2-TZVPD) results for the molecule C5H7NO in a non-equilibrium geometry.

Atoms and positions in Å:
C 0.43585 0.81762 0.59997
C 0.10262 0.87272 2.04004
C -1.18938 -0.79745 1.09606
C -0.19349 -0.88651 -1.10325
C 0.62760 -0.04441 -2.12293
N -0.37670 -0.25319 0.07470
O -1.24836 0.21118 2.07308
H 0.85354 0.13130 2.36162
H 0.07533 1.79998 2.48156
H -2.13767 -1.24470 0.69444
H -0.73817 -1.60681 1.61380
H 1.71735 -0.09313 -1.86869
H 0.31319 1.03342 -2.21265
H 0.43407 -0.45922 -3.14651

- E (eV) = -8829.7850
- 2S+1 = 1
- ΔE to the lowest compared entry with this formula, charge and spin (kJ/mol) = 619.2
- orbital gap (eV) = 8.01
- E_HOMO (eV) = -8.74

Atomic charges from the natural (NBO) analysis, expressed in e, are listed below: atom 1 (C): 0.2254, atom 2 (C): -0.2441, atom 3 (C): 0.0805, atom 4 (C): 0.2533, atom 5 (C): -0.7614, atom 6 (N): -0.5558, atom 7 (O): -0.5256, atom 8 (H): 0.2152, atom 9 (H): 0.2345, atom 10 (H): 0.2118, atom 11 (H): 0.1595, atom 12 (H): 0.2537, atom 13 (H): 0.2312, atom 14 (H): 0.2219

9.
DFT (ωB97M-V/def2-TZVPD) results for a structure of composition C5H7NO.

Atoms and positions in Å:
O 1.98836 1.64842 -0.70617
C 1.60576 0.51419 -0.88210
C 0.39185 -0.01478 -0.18162
C -0.93106 -0.50356 -0.80923
N -1.27146 -0.48078 0.67218
C -0.49403 0.83663 0.71432
C 0.09622 -1.12502 0.85587
H 2.10024 -0.14280 -1.62117
H -1.51176 0.19484 -1.42144
H -0.95228 -1.51133 -1.23897
H -0.96843 1.70006 0.24323
H -0.11986 1.07377 1.71507
H 0.50052 -1.00506 1.86708
H 0.12906 -2.16974 0.53299

- E (eV) = -8832.6294
- 2S+1 = 1
- ΔE to the lowest compared entry with this formula, charge and spin (kJ/mol) = 344.8
- orbital gap (eV) = 9.90
- E_HOMO (eV) = -9.17

Atomic charges from the natural (NBO) analysis, expressed in e, are listed below: atom 1 (O): -0.4989, atom 2 (C): 0.4334, atom 3 (C): -0.1977, atom 4 (C): -0.2241, atom 5 (N): -0.3543, atom 6 (C): -0.2258, atom 7 (C): -0.2173, atom 8 (H): 0.1131, atom 9 (H): 0.1968, atom 10 (H): 0.1908, atom 11 (H): 0.1981, atom 12 (H): 0.1951, atom 13 (H): 0.1974, atom 14 (H): 0.1934

10.
DFT (ωB97M-V/def2-TZVPD) results for the molecule C5H7NO in a non-equilibrium geometry.

Atoms and positions in Å:
H 3.76017 -0.33691 0.47657
N 2.97096 -0.81786 0.03780
C 1.81085 -0.29452 0.11884
C 0.58152 -0.94710 -0.48067
C -0.51574 -0.20248 -0.21752
C -2.05655 -0.08383 -0.37749
C -0.11616 0.99154 0.53325
O 1.38959 0.87846 0.72036
H 0.68375 -1.88956 -1.02247
H -2.59224 0.41329 0.46995
H -2.35808 0.51732 -1.25152
H -2.48255 -1.07198 -0.43630
H -0.65358 0.99126 1.49809
H -0.43499 1.87340 -0.06107

- E (eV) = -8834.7172
- 2S+1 = 1
- ΔE to the lowest compared entry with this formula, charge and spin (kJ/mol) = 143.3
- orbital gap (eV) = 10.08
- E_HOMO (eV) = -9.32

Atomic charges from the natural (NBO) analysis, expressed in e, are listed below: atom 1 (H): 0.3596, atom 2 (N): -0.7106, atom 3 (C): 0.5444, atom 4 (C): -0.2780, atom 5 (C): 0.0191, atom 6 (C): -0.6532, atom 7 (C): -0.1011, atom 8 (O): -0.5088, atom 9 (H): 0.2366, atom 10 (H): 0.2236, atom 11 (H): 0.2346, atom 12 (H): 0.2325, atom 13 (H): 0.2001, atom 14 (H): 0.2011

Which value of ΔE to the lowest compared entry with this formula, charge and spin does entry 2 give?
504.9 kJ/mol

What did the first record say?
DFT (ωB97M-V/def2-TZVPD) results for the molecule C5H7NO.

Atoms and positions in Å:
C -0.33676 -1.69077 0.97575
C -0.18204 -0.44137 0.17321
C -1.00245 0.04346 -0.76048
N -0.59414 1.32399 -1.27270
C 0.37912 1.77455 -0.29365
O 0.60309 2.92243 -0.03769
C 0.99979 0.50295 0.25367
H -1.25953 -2.21214 0.70207
H -0.37075 -1.48814 2.05362
H 0.50883 -2.36590 0.79856
H -1.94210 -0.37608 -1.10418
H -0.06085 1.19190 -2.13498
H 1.54803 0.59318 1.19054
H 1.70975 0.22195 -0.54375

- E (eV) = -8835.2937
- 2S+1 = 1
- ΔE to the lowest compared entry with this formula, charge and spin (kJ/mol) = 87.7
- orbital gap (eV) = 9.68
- E_HOMO (eV) = -8.97

Atomic charges from the natural (NBO) analysis, expressed in e, are listed below: atom 1 (C): -0.6327, atom 2 (C): -0.0187, atom 3 (C): -0.0467, atom 4 (N): -0.6812, atom 5 (C): 0.7191, atom 6 (O): -0.5067, atom 7 (C): -0.5548, atom 8 (H): 0.2228, atom 9 (H): 0.2213, atom 10 (H): 0.2187, atom 11 (H): 0.2086, atom 12 (H): 0.3776, atom 13 (H): 0.2393, atom 14 (H): 0.2333

The lowest ΔE to the lowest compared entry with this formula, charge and spin belongs to which entry?
number 5

What is the formula in the third record?
C5H7NO